Formula: CH4BrN4
Source: OMol25
Level of theory: wB97M-V/def2-TZVPD

```
! RIJCOSX wB97M-V def2-TZVPD def2/J DEFGRID3
* xyz 1 1
C -0.1040 0.2254 -0.2727
N 1.3117 -1.5966 1.8616
N 1.1708 -1.5396 0.7495
N -0.7620 1.1937 0.1801
N -0.0195 -0.2090 -1.4879
Br -1.9831 2.4008 -1.0082
H 1.1475 -1.2622 2.8097
H -0.7935 1.5416 1.1256
H 0.5467 -1.0134 -1.7142
H -0.5147 0.2593 -2.2434
*
```

The HOMO-LUMO gap (alpha / beta) comes out at 6.942 / 6.959 eV. The calculation puts the HOMO energy (alpha / beta) at -13.25 / -13.25 eV. As for the energy above the lowest of the compared OMol25 structures with the same formula, charge and spin: 172.55 kJ/mol. The calculation puts the LUMO energy (alpha / beta) at -6.31 / -6.30 eV.

=====

Formula: CH4BrO3P
Source: OMol25
Level of theory: wB97M-V/def2-TZVPD

```
! RIJCOSX wB97M-V def2-TZVPD def2/J DEFGRID3
* xyz 0 1
O -0.2693 1.9638 -1.0307
P -0.7516 0.8088 0.0171
O -1.2873 -0.1278 -1.2275
O 0.7678 0.1544 0.3179
C 0.9496 -1.1032 0.7950
Br -0.3967 -1.3293 2.2400
H 0.2612 2.6059 -0.6712
H -1.7957 0.3503 -1.8825
H 1.8485 -1.4677 1.2889
H 0.6735 -1.8552 0.1529
*
```

The HOMO-LUMO gap comes out at 10.122 eV. The calculation puts the HOMO energy at -9.34 eV. As for the energy above the lowest of the compared OMol25 structures with the same formula, charge and spin: 28.20 kJ/mol. The SMILES is OP(O)OCBr. The calculation puts the LUMO energy at 0.78 eV.

=====

Formula: CH4BrP
Source: OMol25
Level of theory: wB97M-V/def2-TZVPD

```
! RIJCOSX wB97M-V def2-TZVPD def2/J DEFGRID3
* xyz 0 1
C -0.4371 1.1793 0.3545
P 0.2957 -0.1915 -0.3995
Br 0.5435 -2.2440 0.5574
H -0.1482 1.2624 1.3216
H -1.5482 0.8916 0.5871
H 1.6283 -0.2748 -0.9023
H -0.3340 -0.6231 -1.5187
*
```

The HOMO-LUMO gap comes out at 9.136 eV. The calculation puts the HOMO energy at -8.81 eV. As for the energy above the lowest of the compared OMol25 structures with the same formula, charge and spin: 219.08 kJ/mol. The SMILES is C=[PH2]Br. The calculation puts the LUMO energy at 0.33 eV.

=====

Formula: CH4Cl2P2
Source: OMol25
Level of theory: wB97M-V/def2-TZVPD

```
! RIJCOSX wB97M-V def2-TZVPD def2/J DEFGRID3
* xyz 0 1
C 0.1179 -0.4752 0.7424
P 1.9219 0.7167 -0.8213
P -1.4189 0.5045 0.2510
Cl 0.3048 -0.1045 2.4372
Cl 0.2439 -2.1677 0.5114
H 1.4578 0.2994 -1.9989
H 0.8563 1.7140 -0.8743
H -1.4179 0.0262 -1.1306
H -2.0658 -0.5134 0.8831
*
```

The HOMO-LUMO gap (alpha / beta) comes out at 7.557 / 7.557 eV. The calculation puts the HOMO energy (alpha / beta) at -8.65 / -8.65 eV. As for the energy above the lowest of the compared OMol25 structures with the same formula, charge and spin: 368.35 kJ/mol. The calculation puts the LUMO energy (alpha / beta) at -1.09 / -1.10 eV.

=====

Formula: CH4Cl2P2
Source: OMol25
Level of theory: wB97M-V/def2-TZVPD

```
! RIJCOSX wB97M-V def2-TZVPD def2/J DEFGRID3
* xyz 0 1
P 1.9034 1.4151 -0.9502
P 0.1921 -0.2814 -0.0679
C -1.3574 -1.1330 0.6571
Cl -2.7759 -1.0792 -0.3035
Cl -1.5924 -0.7835 2.2947
H 1.0073 1.4622 -2.0814
H 1.0680 2.2220 -0.2504
H 0.7627 -0.3733 1.2596
H 0.7921 -1.4488 -0.5580
*
```

The HOMO-LUMO gap (alpha / beta) comes out at 6.867 / 6.900 eV. The calculation puts the HOMO energy (alpha / beta) at -8.19 / -7.68 eV. As for the energy above the lowest of the compared OMol25 structures with the same formula, charge and spin: 393.97 kJ/mol. The SMILES is P[PH2]=C(Cl)Cl. The calculation puts the LUMO energy (alpha / beta) at -1.33 / -0.78 eV.

=====

Formula: CH4Cl2Si
Source: OMol25
Level of theory: wB97M-V/def2-TZVPD

```
! RIJCOSX wB97M-V def2-TZVPD def2/J DEFGRID3
* xyz 0 1
C -0.7092 0.2384 0.8517
Si 0.3846 0.1715 -0.6945
Cl 1.0371 1.6860 -1.7853
Cl -0.6299 -1.0337 -1.9745
H -1.4983 0.9016 0.4701
H -1.2817 -0.4803 1.3989
H -0.1637 0.6704 1.6080
H 2.8610 -2.1539 0.1256
*
```

The HOMO-LUMO gap (alpha / beta) comes out at 10.179 / 7.366 eV. The calculation puts the HOMO energy (alpha / beta) at -10.82 / -7.56 eV. As for the energy above the lowest of the compared OMol25 structures with the same formula, charge and spin: 476.28 kJ/mol. The calculation puts the LUMO energy (alpha / beta) at -0.64 / -0.20 eV.

=====

Formula: CH4ClN2
Source: OMol25
Level of theory: wB97M-V/def2-TZVPD

```
! RIJCOSX wB97M-V def2-TZVPD def2/J DEFGRID3
* xyz 1 1
N -0.6494 -0.9463 -0.0062
C -0.3287 0.3519 0.0094
N 0.9379 0.6741 -0.1600
Cl -1.4309 1.4461 0.6517
H 0.1295 -1.6014 -0.3847
H -1.4415 -1.3946 0.2823
H 1.4481 -0.1515 -0.2958
H 1.3350 1.6218 -0.0967
*
```

The HOMO-LUMO gap comes out at 12.040 eV. The calculation puts the HOMO energy at -16.67 eV. As for the energy above the lowest of the compared OMol25 structures with the same formula, charge and spin: 62.80 kJ/mol. The SMILES is NC(=[NH2+])Cl. The calculation puts the LUMO energy at -4.63 eV.

=====

Formula: CH4ClN2
Source: OMol25
Level of theory: wB97M-V/def2-TZVPD

```
! RIJCOSX wB97M-V def2-TZVPD def2/J DEFGRID3
* xyz 1 3
C 2.2302 -0.2076 -0.0291
N -1.4303 0.1101 0.0061
N 1.0839 -0.2807 -0.0819
Cl 3.7850 0.0081 0.1696
H -1.7982 0.8245 0.6304
H -1.6138 0.3664 -0.9716
H -1.9025 -0.7802 0.1998
H -0.3542 -0.0406 0.0766
*
```

As for the expectation value of S²: 2.01. The HOMO-LUMO gap (alpha / beta) comes out at 6.649 / 7.556 eV. The calculation puts the HOMO energy (alpha / beta) at -10.12 / -16.36 eV. As for the energy above the lowest of the compared OMol25 structures with the same formula, charge and spin: 138.24 kJ/mol. The calculation puts the LUMO energy (alpha / beta) at -3.47 / -8.80 eV.

=====

Formula: CH4ClN2O
Source: OMol25
Level of theory: wB97M-V/def2-TZVPD

```
! RIJCOSX wB97M-V def2-TZVPD def2/J DEFGRID3
* xyz 0 2
Cl -1.7476 0.6249 2.4808
C 0.5259 -0.1698 -0.6862
O 1.2149 -0.4291 -1.6420
N 0.9993 -0.1807 0.4881
N -0.8212 -0.0742 -0.8759
H 1.9979 -0.1974 0.6383
H 0.3450 -0.0670 1.2491
H -1.1697 0.4913 -1.6368
H -1.3446 0.0021 -0.0155
*
```

As for the expectation value of S²: 0.75. The HOMO-LUMO gap (alpha / beta) comes out at 10.423 / 4.521 eV. The calculation puts the HOMO energy (alpha / beta) at -9.53 / -9.52 eV. The calculation puts the LUMO energy (alpha / beta) at 0.89 / -5.00 eV.

=====

Formula: CH4ClN2O
Source: OMol25
Level of theory: wB97M-V/def2-TZVPD

```
! RIJCOSX wB97M-V def2-TZVPD def2/J DEFGRID3
* xyz 1 3
C -1.0292 0.7977 -0.1038
N 0.5792 -1.1073 0.4379
N 0.0839 1.0695 -0.6825
O -1.9519 1.1699 0.4389
Cl -1.0034 -1.4825 -0.2144
H 0.7103 -1.0598 1.4138
H 1.3069 -1.7428 0.0009
H 0.7904 0.4079 -0.4867
H 0.5140 1.9473 -0.8041
*
```

As for the expectation value of S²: 2.01. The HOMO-LUMO gap (alpha / beta) comes out at 6.837 / 8.011 eV. The calculation puts the HOMO energy (alpha / beta) at -12.09 / -16.93 eV. As for the energy above the lowest of the compared OMol25 structures with the same formula, charge and spin: 185.64 kJ/mol. The calculation puts the LUMO energy (alpha / beta) at -5.25 / -8.92 eV.

=====

Formula: CH4ClN2S
Source: OMol25
Level of theory: wB97M-V/def2-TZVPD

```
! RIJCOSX wB97M-V def2-TZVPD def2/J DEFGRID3
* xyz 1 3
C -0.0365 0.5101 0.4540
N -1.1343 0.4216 -0.2890
N 1.1048 -0.0947 0.4861
S -0.3190 2.1214 1.7666
Cl -2.1192 2.8925 1.1155
H -1.2924 -0.2946 -0.9192
H -2.1028 0.8666 -0.0703
H 1.4241 -0.8792 -0.1208
H 1.8598 0.2697 1.0415
*
```

As for the expectation value of S²: 2.01. The HOMO-LUMO gap (alpha / beta) comes out at 6.556 / 8.224 eV. The calculation puts the HOMO energy (alpha / beta) at -11.42 / -15.74 eV. The calculation puts the LUMO energy (alpha / beta) at -4.86 / -7.51 eV.

=====

Formula: CH4ClNO
Source: OMol25
Level of theory: wB97M-V/def2-TZVPD

```
! RIJCOSX wB97M-V def2-TZVPD def2/J DEFGRID3
* xyz 0 1
C 0.3260 -0.1127 -0.5656
N -0.0873 0.6942 0.5501
O -0.5335 -0.5417 -1.5484
Cl 1.7412 0.7739 -1.2912
H 0.9029 -1.5192 -0.4024
H 0.6832 1.2544 0.9265
H -0.6714 0.2446 1.2909
H -1.0638 0.2092 -1.9932
*
```

The HOMO-LUMO gap comes out at 10.623 eV. The calculation puts the HOMO energy at -9.73 eV. As for the energy above the lowest of the compared OMol25 structures with the same formula, charge and spin: 231.67 kJ/mol. The calculation puts the LUMO energy at 0.89 eV.

=====

Formula: CH4ClNOP2
Source: OMol25
Level of theory: wB97M-V/def2-TZVPD

```
! RIJCOSX wB97M-V def2-TZVPD def2/J DEFGRID3
* xyz 0 1
C -1.4244 0.1689 -0.4985
N -0.1754 0.1026 0.3165
O 0.1495 1.0743 1.0852
P 0.5870 -1.4155 0.4919
P 1.8097 -0.4468 -0.9633
Cl 2.6812 0.9325 0.1642
H -1.2896 -0.2550 -1.4863
H -1.6593 1.2315 -0.4709
H -2.2359 -0.3380 -0.0443
H 1.5574 -1.0545 1.4054
*
```

The HOMO-LUMO gap (alpha / beta) comes out at 7.784 / 7.442 eV. The calculation puts the HOMO energy (alpha / beta) at -8.04 / -8.29 eV. As for the energy above the lowest of the compared OMol25 structures with the same formula, charge and spin: 67.97 kJ/mol. The SMILES is C[N+]([O-])=[PH]=PCl. The calculation puts the LUMO energy (alpha / beta) at -0.25 / -0.85 eV.

=====

Formula: CH4ClNOP2
Source: OMol25
Level of theory: wB97M-V/def2-TZVPD

```
! RIJCOSX wB97M-V def2-TZVPD def2/J DEFGRID3
* xyz 0 3
C -1.7010 0.2022 -0.4947
N 0.6430 -0.9147 0.1346
O 1.5583 -1.7678 0.3744
P 1.2699 0.8465 0.3442
P -0.9011 -1.4253 -0.1006
Cl 3.2155 0.9924 -0.1941
H -1.0412 0.8192 -1.1016
H -1.9698 0.7427 0.4090
H -2.6064 -0.0020 -1.0561
H 1.5329 0.5068 1.6850
*
```

As for the expectation value of S²: 2.01. The HOMO-LUMO gap (alpha / beta) comes out at 7.525 / 7.664 eV. The calculation puts the HOMO energy (alpha / beta) at -7.22 / -9.44 eV. As for the energy above the lowest of the compared OMol25 structures with the same formula, charge and spin: 0.00 kJ/mol. The calculation puts the LUMO energy (alpha / beta) at 0.31 / -1.77 eV.

=====

Formula: CH4ClNP2
Source: OMol25
Level of theory: wB97M-V/def2-TZVPD

```
! RIJCOSX wB97M-V def2-TZVPD def2/J DEFGRID3
* xyz 0 1
C 0.5636 -0.0751 -0.0186
N -1.5252 1.9184 -0.2230
P -0.3291 2.7839 -2.0158
P -0.9329 0.7756 0.6582
Cl -1.5234 4.2812 -2.3867
H 0.3864 -0.3311 -1.0638
H 0.7676 -0.9664 0.5686
H 1.4079 0.6096 0.0473
H -1.8870 -0.2631 0.5668
*
```

The HOMO-LUMO gap (alpha / beta) comes out at 6.351 / 7.764 eV. The calculation puts the HOMO energy (alpha / beta) at -7.75 / -8.56 eV. As for the energy above the lowest of the compared OMol25 structures with the same formula, charge and spin: 312.17 kJ/mol. The calculation puts the LUMO energy (alpha / beta) at -1.40 / -0.79 eV.

=====

Formula: CH4ClO2PS
Source: OMol25
Level of theory: wB97M-V/def2-TZVPD

```
! RIJCOSX wB97M-V def2-TZVPD def2/J DEFGRID3
* xyz 0 1
O 0.4303 0.0673 1.8426
P -0.2680 -1.0676 0.9923
S 1.3129 -1.6466 -0.6078
Cl 0.0060 -2.5956 2.2599
H -0.1482 0.8918 1.6406
H 0.8866 -2.8780 -0.4883
C -0.5825 1.7816 -1.4311
O -0.7786 1.2993 -0.3465
H -0.0118 1.2678 -2.2029
H -0.8467 2.8798 -1.6588
*
```

The HOMO-LUMO gap comes out at 8.796 eV. The calculation puts the HOMO energy at -8.73 eV. As for the energy above the lowest of the compared OMol25 structures with the same formula, charge and spin: 165.20 kJ/mol. The SMILES is OP(S)Cl.C=O. The calculation puts the LUMO energy at 0.07 eV.

=====

Formula: CH4F2N2
Source: OMol25
Level of theory: wB97M-V/def2-TZVPD

```
! RIJCOSX wB97M-V def2-TZVPD def2/J DEFGRID3
* xyz 0 1
N -0.3750 -1.0633 -0.3766
C 0.3593 0.0289 -0.1204
N -0.4868 1.2355 -0.0962
F 1.3527 0.2051 -0.9766
F 1.0029 -0.0997 1.1791
H 0.0668 -1.8846 -0.9242
H -0.8844 -1.4535 0.4579
H -0.0105 2.0463 0.1570
H -1.0249 0.9855 0.6999
*
```

The HOMO-LUMO gap comes out at 11.354 eV. The calculation puts the HOMO energy at -10.44 eV. As for the energy above the lowest of the compared OMol25 structures with the same formula, charge and spin: 48.09 kJ/mol. The SMILES is NC(N)(F)F. The calculation puts the LUMO energy at 0.91 eV.

=====

Formula: CH4F5N4P3
Source: OMol25
Level of theory: wB97M-V/def2-TZVPD

```
! RIJCOSX wB97M-V def2-TZVPD def2/J DEFGRID3
* xyz 0 1
C -2.8550 -0.1930 -0.5362
N 0.1417 -1.1344 0.1154
N 0.6090 1.6535 0.5577
N 2.6839 -0.2235 0.2750
N -1.9038 0.5240 0.3019
F -0.2819 0.6475 -1.6776
F 1.7521 -2.4960 1.3908
F 2.0671 -2.5366 -0.8859
F 2.9319 1.9525 1.5610
F 2.8319 2.0286 -0.8248
P -0.2998 0.3913 0.0183
P 1.6922 -1.4521 0.2238
P 2.1729 1.2709 0.4162
H -3.6844 0.4563 -0.7673
H -2.2425 -0.6330 -1.2539
H -3.3793 -1.1596 -0.0337
H -2.2359 0.9039 1.1194
*
```

The HOMO-LUMO gap comes out at 11.180 eV. The calculation puts the HOMO energy at -10.53 eV. As for the energy above the lowest of the compared OMol25 structures with the same formula, charge and spin: 0.00 kJ/mol. The calculation puts the LUMO energy at 0.65 eV.

=====

Formula: CH4FNS2
Source: OMol25
Level of theory: wB97M-V/def2-TZVPD

```
! RIJCOSX wB97M-V def2-TZVPD def2/J DEFGRID3
* xyz 0 1
C -0.1617 -0.7254 0.7656
N 0.0360 -0.1705 -0.5562
S -1.3939 0.4524 -1.3569
S 1.6180 0.0319 -0.9550
F 2.3164 1.4586 -0.3594
H -0.2141 0.0227 1.5632
H -1.1926 -1.0811 0.7676
H 0.4428 -1.6529 0.9159
H -1.4508 1.6643 -0.7848
*
```

The HOMO-LUMO gap comes out at 9.638 eV. The calculation puts the HOMO energy at -9.14 eV. As for the energy above the lowest of the compared OMol25 structures with the same formula, charge and spin: 40.68 kJ/mol. The SMILES is CN(S)SF. The calculation puts the LUMO energy at 0.50 eV.

=====

Formula: CH4FOPS
Source: OMol25
Level of theory: wB97M-V/def2-TZVPD

```
! RIJCOSX wB97M-V def2-TZVPD def2/J DEFGRID3
* xyz 0 1
C 1.1014 0.0660 0.6663
O -2.2742 1.1869 -1.1309
F -2.2564 1.0385 1.2018
P -2.1015 0.0295 -0.0496
S -3.9457 -0.9556 -0.1674
H 1.2355 0.9875 0.2458
H 1.0747 -0.1067 1.6898
H 1.3051 -0.7127 0.0616
H -2.9270 1.8081 -1.0608
*
```

The HOMO-LUMO gap (alpha / beta) comes out at 6.062 / 9.754 eV. The calculation puts the HOMO energy (alpha / beta) at -8.88 / -10.02 eV. As for the energy above the lowest of the compared OMol25 structures with the same formula, charge and spin: 397.69 kJ/mol. The calculation puts the LUMO energy (alpha / beta) at -2.82 / -0.26 eV.

=====

Number 1: E -2833.13999 a.u.. Number 2: E -3181.62607 a.u.. Number 3: E -2955.78535 a.u.. Number 4: E -1643.45490 a.u.. Number 5: E -1643.44515 a.u.. Number 6: E -1250.30574 a.u.. Number 7: E -609.94778 a.u.. Number 8: E -609.69923 a.u.. Number 9: E -685.39860 a.u.. Number 10: E -684.94598 a.u.. Number 11: E -1008.00402 a.u.. Number 12: E -630.62181 a.u.. Number 13: E -1313.27683 a.u.. Number 14: E -1313.26415 a.u.. Number 15: E -1238.03076 a.u.. Number 16: E -1390.72280 a.u.. Number 17: E -349.74936 a.u.. Number 18: E -1783.23293 a.u.. Number 19: E -991.43300 a.u.. Number 20: E -955.07912 a.u..